{
  "formula": "C25H54B3FNO9PS",
  "method": "ωB97M-V/def2-TZVPD",
  "homo_lumo_gap_ev": 8.3,
  "lumo_energy_ev": 0.00,
  "homo_ha": -0.304,
  "e_tot_ha": -2631.056219,
  "elements": ["N", "C", "B", "O", "B", "F", "O", "B", "P", "S", "O", "H", "H", "H", "H", "H", "H", "C", "C", "C", "O", "C", "H", "H", "H", "H", "H", "H", "H", "H", "C", "C", "C", "O", "C", "H", "H", "H", "H", "H", "H", "H", "H", "C", "C", "C", "O", "C", "H", "H", "H", "H", "H", "H", "H", "H", "C", "C", "C", "O", "C", "H", "H", "H", "H", "H", "H", "H", "H", "C", "C", "C", "O", "C", "H", "H", "H", "H", "H", "H", "H", "H", "C", "C", "C", "O", "C", "H", "H", "H", "H", "H", "H", "H", "H"],
  "coordinates": [[-1.1458, 1.7247, -2.7113], [0.1283, 2.3898, -2.3021], [0.1149, 2.7698, -0.7676], [-0.8764, 3.5017, -0.1192], [-0.7154, 3.2772, 1.2464], [-0.7779, 4.3349, 2.0261], [-0.4602, 2.0164, 1.7856], [0.4788, 1.4329, 0.9592], [0.8789, -0.4487, 0.8752], [0.2372, -1.4938, 2.3980], [1.1539, 2.2982, 0.0845], [-1.0659, 0.7176, -2.6164], [-1.8944, 2.0701, -2.1156], [0.3432, 3.2408, -2.9692], [0.9148, 1.6271, -2.4188], [0.3125, -0.9029, -0.3542], [2.2783, -0.5977, 0.6767], [-3.1680, -0.1624, 3.9592], [-4.3031, -1.0512, 4.4456], [-5.3076, -0.9260, 3.3096], [-4.5510, -0.7139, 2.1146], [-3.1884, -0.4242, 2.4641], [-2.2042, -0.3875, 4.4147], [-3.4049, 0.8865, 4.1609], [-3.9563, -2.0848, 4.5269], [-4.7135, -0.7530, 5.4103], [-5.9649, -0.0610, 3.4539], [-5.9274, -1.8170, 3.1949], [-2.5806, -1.2939, 2.2077], [-2.8358, 0.4299, 1.8827], [-1.8073, -1.1091, -6.7476], [-0.5101, -0.5822, -7.3406], [0.0860, 0.1724, -6.1633], [-0.3557, -0.4978, -4.9779], [-1.3912, -1.4268, -5.3207], [-2.2133, -1.9724, -7.2736], [-2.5641, -0.3204, -6.7506], [0.1387, -1.4173, -7.6177], [-0.6512, 0.0451, -8.2200], [-0.2810, 1.2043, -6.1252], [1.1769, 0.1924, -6.1849], [-0.9777, -2.4381, -5.2429], [-2.2153, -1.3332, -4.6114], [1.3306, -5.9170, 5.7314], [-0.1713, -5.9716, 5.9633], [-0.5851, -4.5411, 5.6554], [0.3301, -4.0512, 4.6713], [1.4284, -4.9598, 4.5537], [1.7804, -6.8885, 5.5281], [1.8266, -5.4875, 6.6059], [-0.6331, -6.6573, 5.2482], [-0.4512, -6.2889, 6.9676], [-0.5026, -3.9033, 6.5427], [-1.6043, -4.4712, 5.2716], [1.3279, -5.4907, 3.6008], [2.3647, -4.4001, 4.5415], [-2.5483, 5.2180, -5.5559], [-2.6378, 3.9205, -4.7660], [-3.8111, 3.2268, -5.4368], [-3.8117, 3.6516, -6.8049], [-2.9106, 4.7529, -6.9578], [-1.5709, 5.6973, -5.5067], [-3.2953, 5.9283, -5.1912], [-1.7275, 3.3336, -4.9072], [-2.7850, 4.0661, -3.6965], [-4.7631, 3.5306, -4.9879], [-3.7378, 2.1390, -5.3917], [-2.0266, 4.3946, -7.4973], [-3.3866, 5.5341, -7.5523], [5.8894, -1.0994, -2.6431], [6.2992, -1.1404, -1.1788], [4.9589, -0.9988, -0.4764], [3.9791, -1.5985, -1.3336], [4.5652, -1.8453, -2.6174], [6.6174, -1.5502, -3.3167], [5.7304, -0.0639, -2.9557], [6.7444, -2.1107, -0.9444], [7.0099, -0.3638, -0.8985], [4.6913, 0.0553, -0.3403], [4.9399, -1.4903, 0.4979], [4.7163, -2.9253, -2.7181], [3.8802, -1.5164, -3.4002], [2.4851, 1.2092, 6.2138], [1.1174, 1.7621, 5.8388], [1.4078, 2.4284, 4.5056], [2.4681, 1.6850, 3.8920], [3.0346, 0.7906, 4.8576], [2.4466, 0.3870, 6.9276], [3.1034, 2.0037, 6.6407], [0.4106, 0.9397, 5.7005], [0.7009, 2.4486, 6.5753], [1.7524, 3.4596, 4.6427], [0.5428, 2.4361, 3.8464], [2.7226, -0.2271, 4.5998], [4.1236, 0.8435, 4.8090]],
  "forces_ev_per_angstrom": [[0.10, 0.53, 0.44], [-0.09, -0.49, 0.15], [0.63, 0.87, -0.62], [0.57, -1.19, 0.19], [-0.46, 0.82, 0.19], [-0.21, -0.08, 0.40], [0.15, -0.05, -1.14], [0.99, 0.84, 0.47], [-0.11, -1.21, 0.81], [0.12, 0.01, 0.08], [-1.29, -1.11, -0.43], [-0.10, 0.16, -0.04], [-0.09, -0.31, -0.22], [-0.01, -0.25, 0.17], [0.01, 0.53, -0.19], [0.38, 0.45, 0.04], [-0.39, 0.39, -0.35], [0.01, 0.24, 0.09], [0.02, -0.20, 0.04], [-0.08, 0.17, -0.10], [0.00, 0.06, 0.21], [0.00, -0.28, -0.16], [0.01, -0.03, -0.08], [0.02, -0.01, 0.01], [-0.02, 0.02, 0.01], [-0.01, 0.01, -0.03], [-0.05, -0.04, 0.09], [0.01, 0.02, -0.08], [0.09, 0.08, 0.02], [-0.06, -0.02, -0.05], [-0.21, 0.15, 0.00], [0.16, -0.15, -0.09], [-0.05, 0.24, 0.13], [-0.04, -0.11, -0.16], [0.14, -0.15, 0.10], [0.02, 0.00, 0.03], [0.00, -0.03, 0.00], [0.00, 0.03, -0.01], [-0.01, 0.02, 0.04], [0.03, 0.02, -0.06], [-0.01, -0.02, 0.09], [-0.09, -0.04, -0.01], [0.06, 0.05, 0.05], [0.14, 0.06, 0.17], [-0.14, -0.16, -0.09], [0.06, 0.21, 0.05], [-0.01, -0.19, 0.19], [-0.07, 0.01, -0.23], [-0.01, 0.02, -0.02], [0.01, -0.02, -0.02], [-0.01, 0.01, 0.03], [0.01, 0.03, -0.01], [-0.08, -0.05, 0.05], [0.04, 0.06, -0.06], [0.09, -0.03, 0.01], [-0.06, 0.08, -0.04], [-0.18, 0.17, 0.07], [0.24, -0.05, -0.08], [-0.21, 0.04, 0.01], [0.11, 0.08, 0.13], [0.10, -0.14, -0.12], [-0.01, -0.03, -0.02], [0.03, 0.02, -0.03], [-0.04, -0.04, 0.09], [-0.01, -0.01, -0.02], [0.02, -0.05, 0.07], [-0.01, 0.01, -0.07], [0.04, 0.09, -0.01], [-0.06, -0.07, -0.03], [-0.03, 0.21, -0.10], [0.12, -0.18, 0.07], [-0.16, 0.15, 0.03], [0.18, 0.09, -0.02], [-0.07, -0.22, 0.01], [-0.02, -0.02, 0.02], [0.01, -0.03, -0.02], [0.00, 0.03, 0.02], [-0.04, 0.01, 0.00], [0.08, 0.02, 0.06], [-0.08, -0.03, -0.03], [0.02, 0.01, -0.08], [-0.07, -0.01, 0.08], [0.15, 0.14, 0.08], [-0.16, -0.21, 0.00], [0.08, 0.26, -0.03], [-0.09, 0.00, 0.06], [-0.07, -0.28, -0.11], [0.00, -0.01, -0.05], [0.00, -0.03, 0.00], [0.00, 0.03, -0.02], [0.04, 0.02, -0.02], [-0.06, 0.02, 0.04], [0.04, -0.02, 0.00], [0.02, -0.02, 0.05], [-0.02, 0.07, -0.08]],
  "mulliken_charge": [-0.3381, -0.5237, -0.0010, -0.5231, 0.7225, -0.2039, -0.4756, 0.5568, 0.1035, -0.2599, -0.0730, 0.1825, 0.2063, 0.2647, 0.2819, 0.0591, -0.0367, -0.2547, -0.4810, -0.5353, -0.4633, 0.3513, 0.2127, 0.2670, 0.0986, 0.3814, 0.2689, 0.3176, 0.0404, -0.2190, -0.4513, -0.5376, -0.2547, -0.3023, -0.4254, 0.3470, 0.1513, 0.2630, 0.3451, 0.0525, 0.2792, 0.2775, 0.2479, -0.5564, -0.5724, -0.3889, -0.3140, -0.4398, 0.3295, 0.2682, 0.2803, 0.3436, 0.2708, 0.2209, 0.2869, 0.2472, -0.6277, 0.2138, -0.4474, -0.3991, -0.4469, 0.3380, 0.3031, -0.2236, 0.2386, 0.2738, 0.2002, 0.2425, 0.3096, -0.4977, -0.6153, -0.3501, -0.3460, -0.4027, 0.3328, 0.2647, 0.2677, 0.3359, 0.2218, 0.3465, 0.2557, 0.2139, -0.6354, -0.4470, 0.1407, -0.3534, -0.3236, 0.3744, 0.2585, 0.0919, 0.4025, 0.2839, -0.1286, 0.1662, 0.2730]
}


{
  "formula": "C25H54BBrN7O8",
  "method": "ωB97M-V/def2-TZVPD",
  "homo_lumo_gap_ev": 7.8,
  "lumo_energy_ev": -2.75,
  "charge": 1,
  "homo_ha": -0.387,
  "e_tot_ha": -4568.982805,
  "elements": ["C", "C", "C", "Br", "C", "N", "B", "C", "O", "C", "C", "O", "N", "C", "C", "C", "O", "H", "H", "H", "H", "H", "H", "H", "H", "H", "H", "H", "H", "H", "H", "H", "H", "H", "H", "H", "C", "C", "O", "N", "C", "H", "H", "H", "H", "H", "H", "H", "C", "C", "O", "N", "C", "H", "H", "H", "H", "H", "H", "H", "C", "C", "O", "N", "C", "H", "H", "H", "H", "H", "H", "H", "C", "C", "O", "N", "C", "H", "H", "H", "H", "H", "H", "H", "C", "C", "O", "N", "C", "H", "H", "H", "H", "H", "H", "H"],
  "coordinates": [[2.2202, -1.1355, -2.7805], [0.9129, -0.7566, -3.5200], [-0.2894, -1.3787, -2.7587], [-1.2317, -0.0590, -1.7080], [-1.0919, -2.2266, -3.7114], [-0.7135, -3.4698, -3.9980], [0.4537, -4.3044, -3.5144], [1.4337, -4.9034, -4.5828], [0.6999, -4.5249, -2.2136], [-1.5695, -4.0300, -4.9286], [-2.4858, -3.0892, -5.1943], [-3.5312, -3.1872, -6.0306], [-2.1810, -1.9850, -4.4596], [-2.9798, -0.7553, -4.5539], [-4.2788, -0.7587, -3.6938], [-4.3890, -1.9866, -2.7942], [-4.4144, 0.4449, -2.9564], [2.4892, -2.1659, -3.0100], [2.0355, -1.1014, -1.7032], [3.0261, -0.4376, -2.9807], [0.8474, 0.3256, -3.5650], [0.9953, -1.1995, -4.5114], [0.1469, -2.0604, -2.0399], [2.3289, -4.2784, -4.6121], [1.6777, -5.9268, -4.3059], [1.0222, -4.8596, -5.5894], [0.1432, -3.9960, -1.6296], [-1.4947, -5.0109, -5.3552], [-3.8791, -4.0810, -5.9263], [-2.3769, 0.1301, -4.3963], [-3.3202, -0.6843, -5.5851], [-5.1394, -0.7857, -4.3623], [-5.2030, -1.8988, -2.0852], [-3.4532, -2.1344, -2.2631], [-4.5857, -2.8560, -3.4278], [-4.3181, 0.2112, -2.0261], [1.8877, 2.3589, 2.8302], [1.3141, 1.1732, 2.1024], [2.0071, 0.2582, 1.6712], [-0.0342, 1.1369, 1.9236], [-1.0265, 2.1086, 2.3468], [2.9655, 2.2486, 2.8962], [1.6657, 3.2828, 2.2952], [1.4808, 2.4114, 3.8413], [-0.3454, 0.3161, 1.4288], [-1.7455, 1.6270, 3.0122], [-1.5625, 2.4853, 1.4732], [-0.5657, 2.9421, 2.8655], [4.6948, 5.2971, 1.8965], [3.2267, 5.6315, 1.8256], [2.3952, 5.0585, 2.5239], [2.8387, 6.5972, 0.9581], [3.6657, 7.3828, 0.0559], [4.8419, 4.5117, 2.6317], [5.0512, 4.9411, 0.9294], [5.2706, 6.1716, 2.2007], [1.8436, 6.7680, 0.9622], [3.5523, 8.4416, 0.2917], [3.3363, 7.2183, -0.9705], [4.7118, 7.1109, 0.1404], [-1.0727, 8.9340, 4.4689], [-0.0155, 9.0856, 3.4021], [-0.1246, 9.8889, 2.4888], [1.0810, 8.2872, 3.4858], [1.3981, 7.2736, 4.4797], [-1.8778, 9.6332, 4.2654], [-1.4784, 7.9216, 4.4628], [-0.6569, 9.1564, 5.4522], [1.7442, 8.4440, 2.7442], [2.3391, 7.5376, 4.9672], [1.5199, 6.3152, 3.9704], [0.6194, 7.1912, 5.2307], [1.9407, -6.6684, -0.1236], [1.7264, -7.5526, 1.0833], [1.3829, -8.7161, 0.9748], [1.9301, -7.0011, 2.3108], [2.3384, -5.6452, 2.6329], [1.7418, -7.2423, -1.0234], [1.2587, -5.8199, -0.0940], [2.9716, -6.3137, -0.1572], [1.7700, -7.6443, 3.0702], [3.2736, -5.6708, 3.1934], [1.5749, -5.1736, 3.2548], [2.4812, -5.0509, 1.7367], [-4.4365, -2.5135, 2.3229], [-3.3785, -2.4275, 1.2532], [-3.4961, -1.6901, 0.2798], [-2.2729, -3.1992, 1.3999], [-1.9554, -4.1274, 2.4750], [-5.2507, -1.8426, 2.0669], [-4.8287, -3.5286, 2.3904], [-4.0277, -2.2132, 3.2880], [-1.6063, -3.0890, 0.6541], [-1.0269, -3.8171, 2.9561], [-1.8176, -5.1275, 2.0616], [-2.7452, -4.1576, 3.2165]],
  "forces_ev_per_angstrom": [[-0.77, 0.12, 0.45], [0.97, -0.36, 0.62], [0.29, 0.25, -0.96], [-0.03, -0.23, -0.15], [-0.69, -0.18, 0.17], [0.64, -0.94, 0.57], [0.99, -0.20, -0.59], [-0.88, 0.24, 0.12], [-0.40, 0.63, 0.08], [0.18, 0.15, -0.04], [-0.11, -0.97, -0.52], [-0.08, 0.64, 0.45], [-0.23, 1.62, 0.17], [-0.89, 0.25, -0.47], [-0.47, -0.19, 0.61], [0.35, -0.06, -0.71], [0.32, -0.20, 0.00], [0.30, 0.06, -0.10], [0.15, 0.15, 0.05], [0.15, -0.17, -0.24], [-0.31, 0.01, -0.25], [-0.30, 0.34, -0.26], [-0.16, -0.06, 0.18], [0.18, -0.16, 0.19], [0.32, 0.00, -0.13], [0.01, -0.21, -0.07], [-0.05, -0.34, 0.24], [0.30, -0.15, 0.14], [-0.23, 0.03, -0.28], [0.16, -0.08, 0.43], [0.28, -0.18, -0.16], [0.14, 0.11, -0.27], [-0.09, 0.13, 0.08], [-0.06, -0.11, 0.38], [0.01, -0.09, 0.17], [0.05, 0.21, 0.07], [-0.21, -0.42, -0.22], [0.18, -0.22, 0.05], [-0.05, 0.02, -0.08], [0.09, 0.15, 0.08], [-0.08, -0.41, -0.23], [-0.01, -0.06, -0.05], [-0.07, -0.29, 0.27], [-0.03, 0.17, -0.03], [-0.07, 0.02, 0.00], [-0.04, 0.16, 0.06], [-0.05, 0.14, 0.10], [0.06, -0.02, -0.02], [-0.04, -0.05, 0.07], [-0.18, 0.03, 0.00], [0.38, 0.49, -0.19], [0.19, -0.09, 0.11], [-0.43, 0.04, 0.04], [-0.09, 0.01, 0.01], [0.09, 0.09, 0.00], [0.07, -0.01, -0.11], [0.00, 0.02, -0.04], [0.13, 0.03, -0.08], [0.13, 0.05, -0.05], [-0.01, -0.04, 0.05], [-0.02, 0.04, -0.02], [0.06, 0.14, -0.17], [-0.05, -0.04, 0.01], [-0.26, -0.01, 0.17], [0.23, 0.01, -0.39], [0.05, 0.03, -0.08], [0.04, -0.01, 0.13], [-0.04, -0.12, 0.04], [0.05, 0.01, 0.04], [-0.06, -0.11, 0.16], [-0.04, 0.06, 0.33], [-0.03, 0.11, -0.02], [0.04, -0.06, 0.06], [-0.02, -0.25, 0.06], [-0.03, 0.06, -0.07], [-0.04, 0.17, -0.24], [-0.09, -0.39, 0.28], [-0.04, -0.09, 0.07], [0.12, 0.10, 0.00], [-0.06, 0.15, -0.01], [0.03, 0.00, 0.01], [0.03, 0.18, -0.04], [0.07, 0.15, -0.03], [0.01, -0.04, -0.03], [-0.02, 0.05, -0.05], [-0.07, 0.17, -0.12], [0.05, -0.10, 0.02], [-0.23, -0.03, 0.14], [0.30, 0.08, -0.36], [0.05, 0.02, -0.07], [0.03, 0.00, 0.13], [-0.04, -0.11, 0.05], [0.05, 0.04, 0.04], [-0.05, -0.07, 0.13], [-0.04, -0.07, 0.15], [-0.04, 0.04, -0.03]],
  "mulliken_charge": [-1.0715, -0.4243, 0.7185, 0.0604, -0.4260, 0.2717, 0.2593, -0.9547, -0.1260, -1.0819, 0.4085, -0.5012, 0.4273, -1.2092, 0.4842, -1.3543, -0.6074, 0.2110, 0.2685, 0.4034, 0.4623, 0.3102, -0.4578, 0.3299, 0.2980, 0.3890, 0.1405, 0.5681, 0.3864, 0.5550, 0.4017, 0.3598, 0.4780, 0.2561, 0.3649, 0.3784, -1.0423, 0.7983, -0.6933, -0.0381, -0.8675, 0.2643, 0.2492, 0.3972, 0.0877, 0.3022, 0.2697, 0.3208, -1.6050, 0.9923, -0.7963, -0.1147, -0.9359, 0.3327, 0.3968, 0.4276, 0.2907, 0.2960, 0.3196, 0.3492, -1.2532, 0.8411, -0.6590, -0.1101, -0.6866, 0.2987, 0.3273, 0.3531, 0.1537, 0.2635, 0.1038, 0.3705, -0.8369, 0.6199, -0.6414, -0.1666, -0.7311, 0.3028, 0.0411, 0.4011, 0.2209, 0.2980, 0.2280, 0.2763, -1.5618, 0.9100, -0.5313, 0.0142, -0.9496, 0.3024, 0.4184, 0.4112, 0.0162, 0.2869, 0.3004, 0.3901]
}